(1)
Entry from OMol25: a cluster of 11 separate species, C44H121N11O11 in total at a distorted geometry (ωB97M-V/def2-TZVPD).

Frontier orbital gap   9.459 eV
HOMO energy   -8.934 eV
Energy above the lowest of the compared OMol25 structures with the same formula, charge and spin   64.47 kcal per mole
Charge   0
E_tot   -86496.43861 eV

Atoms and positions in Å:
C (-0.81, -0.97, 0.64)
O (-0.34, -1.61, -0.53)
C (0.79, -0.93, -1.02)
C (0.57, -0.15, -2.33)
C (1.88, 0.28, -2.99)
N (-0.40, 0.92, -2.12)
H (-1.18, 0.05, 0.55)
H (-0.05, -1.04, 1.42)
H (-1.68, -1.55, 0.98)
H (1.36, -0.35, -0.29)
H (1.50, -1.72, -1.34)
H (0.22, -0.95, -3.00)
H (2.43, -0.66, -3.15)
H (2.62, 0.67, -2.27)
H (1.85, 0.83, -3.92)
H (-0.56, 1.42, -3.00)
H (-1.27, 0.40, -2.01)
C (-3.93, 0.14, -3.25)
O (-4.27, -1.00, -2.51)
C (-3.17, -1.52, -1.77)
C (-3.46, -2.95, -1.36)
C (-3.58, -3.89, -2.56)
N (-4.64, -3.09, -0.49)
H (-3.51, 0.93, -2.61)
H (-4.85, 0.58, -3.65)
H (-3.26, -0.09, -4.08)
H (-2.18, -1.46, -2.24)
H (-3.16, -0.92, -0.85)
H (-2.57, -3.28, -0.80)
H (-4.20, -4.77, -2.35)
H (-2.66, -4.39, -2.86)
H (-4.03, -3.42, -3.44)
H (-5.33, -2.76, -1.17)
H (-4.59, -2.33, 0.20)
C (-3.27, -4.28, 3.51)
O (-2.45, -4.48, 4.65)
C (-2.31, -5.89, 4.95)
C (-3.62, -6.46, 5.48)
C (-3.79, -6.09, 6.97)
N (-3.54, -7.93, 5.40)
H (-2.98, -3.33, 3.06)
H (-4.31, -4.23, 3.83)
H (-3.22, -5.03, 2.72)
H (-2.03, -6.43, 4.05)
H (-1.52, -5.95, 5.70)
H (-4.48, -6.15, 4.89)
H (-4.21, -5.08, 7.07)
H (-2.83, -6.08, 7.48)
H (-4.41, -6.78, 7.54)
H (-3.05, -8.41, 6.13)
H (-4.42, -8.36, 5.21)
C (-1.46, 2.94, 0.68)
O (-1.60, 4.12, 1.46)
C (-0.82, 4.12, 2.66)
C (-1.19, 5.40, 3.41)
C (-0.27, 5.52, 4.63)
N (-2.56, 5.34, 3.97)
H (-1.82, 2.11, 1.29)
H (-0.40, 2.76, 0.48)
H (-2.03, 3.07, -0.23)
H (-1.17, 3.23, 3.20)
H (0.26, 4.05, 2.48)
H (-1.27, 6.26, 2.75)
H (-0.52, 4.84, 5.45)
H (-0.21, 6.54, 4.99)
H (0.76, 5.19, 4.42)
H (-2.65, 4.45, 4.46)
H (-3.23, 5.37, 3.21)
C (-6.07, 0.46, 0.44)
O (-5.31, -0.27, 1.38)
C (-4.44, 0.56, 2.11)
C (-3.70, -0.27, 3.13)
C (-4.74, -0.96, 4.02)
N (-2.87, 0.53, 4.03)
H (-6.75, 1.15, 0.95)
H (-6.72, -0.19, -0.14)
H (-5.41, 1.03, -0.22)
H (-3.76, 1.09, 1.42)
H (-5.03, 1.30, 2.66)
H (-3.11, -1.10, 2.73)
H (-5.33, -1.67, 3.43)
H (-5.37, -0.27, 4.58)
H (-4.26, -1.68, 4.69)
H (-2.65, 0.02, 4.87)
H (-1.92, 0.71, 3.73)
C (0.12, -2.19, 4.38)
O (-0.28, -0.92, 4.83)
C (-0.22, -0.82, 6.25)
C (-1.56, -1.01, 6.98)
C (-1.47, -0.61, 8.44)
N (-2.11, -2.36, 6.82)
H (1.18, -2.41, 4.58)
H (0.11, -2.19, 3.29)
H (-0.51, -3.02, 4.71)
H (0.51, -1.51, 6.69)
H (0.10, 0.20, 6.47)
H (-2.32, -0.34, 6.57)
H (-2.40, -0.67, 8.99)
H (-1.06, 0.40, 8.54)
H (-0.69, -1.19, 8.96)
H (-1.47, -3.07, 7.16)
H (-2.19, -2.55, 5.83)
C (5.10, -0.98, 0.06)
O (4.93, 0.33, -0.44)
C (6.12, 1.11, -0.30)
C (5.80, 2.58, -0.34)
C (5.23, 3.02, -1.70)
N (7.00, 3.36, 0.01)
H (4.33, -1.63, -0.36)
H (4.82, -0.95, 1.12)
H (6.11, -1.39, 0.00)
H (6.63, 0.83, 0.63)
H (6.84, 0.73, -1.05)
H (4.96, 2.68, 0.36)
H (4.39, 2.37, -1.96)
H (5.95, 2.92, -2.51)
H (4.91, 4.06, -1.64)
H (6.62, 4.22, 0.40)
H (7.52, 3.52, -0.84)
C (-1.22, 6.57, -0.41)
O (-0.20, 6.45, -1.36)
C (0.25, 5.11, -1.60)
C (1.38, 5.13, -2.59)
C (1.12, 5.99, -3.83)
N (1.74, 3.77, -3.03)
H (-1.65, 7.58, -0.42)
H (-0.85, 6.50, 0.62)
H (-2.08, 5.90, -0.52)
H (0.62, 4.74, -0.63)
H (-0.67, 4.58, -1.87)
H (2.22, 5.47, -1.99)
H (0.59, 5.41, -4.59)
H (2.08, 6.31, -4.24)
H (0.54, 6.87, -3.55)
H (0.89, 3.36, -3.42)
H (2.03, 3.16, -2.27)
C (8.44, 1.76, -4.03)
O (7.10, 1.91, -4.43)
C (6.69, 0.88, -5.29)
C (5.43, 1.29, -6.06)
C (4.36, 1.82, -5.11)
N (4.93, 0.12, -6.79)
H (9.09, 1.93, -4.90)
H (8.75, 0.82, -3.58)
H (8.67, 2.57, -3.33)
H (7.39, 0.57, -6.08)
H (6.48, -0.01, -4.69)
H (5.55, 2.13, -6.76)
H (3.65, 2.37, -5.72)
H (4.78, 2.31, -4.24)
H (3.78, 0.99, -4.69)
H (4.16, 0.44, -7.37)
H (5.65, -0.23, -7.41)
C (2.76, -3.12, 2.14)
O (1.89, -4.17, 2.57)
C (0.69, -4.39, 1.86)
C (1.06, -4.87, 0.42)
C (-0.15, -5.39, -0.37)
N (1.99, -6.01, 0.55)
H (3.30, -3.30, 1.21)
H (3.43, -3.06, 3.00)
H (2.13, -2.23, 2.02)
H (0.21, -5.20, 2.40)
H (0.00, -3.54, 1.79)
H (1.54, -4.10, -0.19)
H (0.18, -5.94, -1.24)
H (-0.80, -4.53, -0.57)
H (-0.79, -5.99, 0.29)
H (1.43, -6.85, 0.52)
H (2.53, -5.95, 1.40)
C (0.94, 3.45, -8.13)
O (0.31, 2.83, -7.04)
C (-0.19, 1.55, -7.28)
C (-0.51, 0.89, -5.93)
C (-1.23, -0.46, -5.93)
N (-1.18, 1.83, -4.98)
H (1.26, 4.45, -7.87)
H (0.19, 3.58, -8.92)
H (1.76, 2.84, -8.52)
H (-1.10, 1.57, -7.91)
H (0.54, 0.97, -7.86)
H (0.48, 0.64, -5.55)
H (-0.68, -1.27, -6.43)
H (-2.15, -0.40, -6.52)
H (-1.39, -0.79, -4.91)
H (-2.11, 2.09, -5.27)
H (-0.51, 2.59, -5.10)

=====

(2)
Entry from OMol25: the ion C7H17N2O4P with charge +2 at a distorted geometry (ωB97M-V/def2-TZVPD).

Frontier orbital gap (spin up / spin down)   6.670 / 6.671 eV
HOMO energy (spin up / spin down)   -16.597 / -16.598 eV
Energy above the lowest of the compared OMol25 structures with the same formula, charge and spin   10.23 kcal per mole
Charge   +2
E_tot   -27974.86336 eV

Atoms and positions in Å:
C (0.64, -0.76, -0.71)
C (0.41, -1.70, 1.41)
C (-0.74, -2.15, 0.54)
C (2.60, -0.35, 0.86)
C (-1.46, -1.67, -1.73)
C (-0.23, 3.15, 1.88)
C (-1.01, 3.01, -2.42)
N (1.25, -0.98, 0.50)
N (-0.74, -1.27, -0.56)
O (0.60, 0.71, -0.95)
O (-0.25, 1.76, 1.23)
O (-1.15, 2.60, -1.01)
O (-1.61, 0.16, -0.22)
P (-0.58, 1.41, -0.20)
H (1.13, -1.22, -1.53)
H (0.11, -1.03, 2.27)
H (0.96, -2.54, 2.05)
H (-0.57, -3.18, 0.24)
H (-1.70, -1.94, 1.01)
H (3.25, -1.24, 1.15)
H (2.29, 0.20, 1.70)
H (2.93, 0.16, -0.04)
H (-2.47, -1.69, -1.48)
H (-1.39, -0.86, -2.51)
H (-1.22, -2.74, -1.97)
H (-1.05, 3.23, 2.60)
H (-0.54, 3.78, 1.11)
H (0.72, 3.23, 2.39)
H (0.04, 2.76, -2.69)
H (-1.02, 4.12, -2.37)
H (-1.74, 2.56, -2.99)

=====

(3)
Entry from OMol25: a structure of composition C6H20CoF2NO9S2V at a distorted geometry (ωB97M-V/def2-TZVPD).

Frontier orbital gap (spin up / spin down)   6.998 / 6.932 eV
HOMO energy (spin up / spin down)   -12.808 / -12.810 eV
Charge   +1
2S+1   7
E_tot   -116874.78413 eV

Atoms and positions in Å:
Co (-18.68, 13.64, -1.90)
V (-17.31, 15.77, -0.08)
O (-17.14, 13.70, -0.63)
H (-16.26, 13.45, -0.93)
O (-18.71, 15.64, -1.77)
H (-18.45, 16.45, -2.22)
N (-15.64, 16.67, -0.94)
S (-15.39, 17.99, -1.76)
O (-15.07, 17.86, -3.14)
O (-14.90, 19.12, -1.00)
F (-16.98, 18.38, -1.81)
S (-13.99, 16.43, -0.62)
O (-13.53, 16.98, 0.60)
O (-13.11, 16.33, -1.74)
F (-14.18, 14.88, -0.22)
C (-20.35, 18.47, -5.49)
C (-20.20, 17.95, -4.05)
O (-20.21, 16.53, -4.08)
H (-20.37, 19.55, -5.53)
H (-21.23, 17.96, -5.89)
H (-19.49, 18.08, -6.04)
H (-21.03, 18.33, -3.45)
H (-19.30, 18.35, -3.57)
H (-19.67, 16.21, -3.36)
C (-15.65, 14.66, -5.00)
C (-16.27, 14.65, -3.60)
O (-17.17, 13.52, -3.44)
H (-14.76, 15.28, -4.98)
H (-16.30, 15.11, -5.75)
H (-15.31, 13.66, -5.28)
H (-16.77, 15.59, -3.44)
H (-15.50, 14.56, -2.83)
H (-16.78, 12.80, -3.96)
C (-20.14, 14.17, 3.17)
C (-19.83, 15.35, 2.28)
O (-18.93, 14.92, 1.25)
H (-20.90, 14.37, 3.92)
H (-19.22, 13.94, 3.72)
H (-20.43, 13.27, 2.62)
H (-19.36, 16.17, 2.82)
H (-20.73, 15.79, 1.85)
H (-19.38, 14.30, 0.67)

=====

(4)
Entry from OMol25: a structure of composition C40H84InNO12PS3 (ωB97M-V/def2-TZVPD).

Frontier orbital gap   6.397 eV
HOMO energy   -4.668 eV
Energy above the lowest of the compared OMol25 structures with the same formula, charge and spin   0.00 kcal per mole
Charge   -1
E_tot   -115870.72529 eV

Atoms and positions in Å:
C (5.14, 4.60, 2.00)
C (3.98, 4.94, 1.06)
C (3.76, 3.89, -0.03)
C (2.71, 4.32, -1.08)
C (1.55, 3.32, -1.30)
C (1.36, 2.86, -2.76)
C (-0.10, 2.90, -3.25)
C (-1.08, 2.10, -2.37)
N (-1.57, 0.87, -3.02)
C (-0.94, -0.38, -2.57)
C (-0.71, -1.35, -3.74)
C (-1.10, -2.81, -3.46)
C (0.10, -3.74, -3.27)
C (0.89, -3.40, -2.02)
C (1.90, -4.47, -1.61)
C (2.42, -4.23, -0.18)
C (2.75, -2.77, 0.12)
C (-2.99, 0.83, -3.09)
S (-3.98, 0.23, -1.95)
S (-3.43, 1.54, -4.61)
C (-5.23, 1.68, -4.51)
C (-5.71, 2.93, -3.77)
C (-7.22, 2.87, -3.49)
In (-7.76, 3.22, -1.37)
C (-9.14, 1.65, -0.62)
C (-8.59, 0.79, 0.53)
C (-9.32, 1.11, 1.84)
C (-8.76, 0.56, 3.17)
S (-7.15, -0.17, 3.24)
O (-7.00, -0.77, 4.53)
O (-6.14, 0.73, 2.79)
O (-7.23, -1.38, 2.19)
P (-5.64, 3.17, 0.13)
O (-5.74, 4.01, 1.37)
H (4.83, 3.95, 2.82)
H (5.95, 4.09, 1.46)
H (5.56, 5.50, 2.46)
H (3.06, 5.06, 1.63)
H (4.18, 5.90, 0.57)
H (4.72, 3.72, -0.52)
H (3.46, 2.95, 0.43)
H (2.28, 5.27, -0.76)
H (3.21, 4.49, -2.03)
H (1.70, 2.44, -0.66)
H (0.61, 3.77, -0.96)
H (1.76, 1.85, -2.91)
H (1.95, 3.52, -3.41)
H (-0.15, 2.47, -4.25)
H (-0.42, 3.94, -3.33)
H (-1.95, 2.72, -2.12)
H (-0.62, 1.83, -1.42)
H (0.00, -0.11, -2.10)
H (-1.55, -0.86, -1.79)
H (-1.24, -0.97, -4.62)
H (0.35, -1.32, -4.00)
H (-1.71, -2.85, -2.55)
H (-1.73, -3.19, -4.27)
H (-0.26, -4.77, -3.20)
H (0.75, -3.71, -4.15)
H (0.22, -3.25, -1.17)
H (1.43, -2.45, -2.16)
H (1.39, -5.44, -1.64)
H (2.74, -4.53, -2.32)
H (1.67, -4.59, 0.52)
H (3.32, -4.83, 0.00)
H (3.29, -2.30, -0.71)
H (3.36, -2.68, 1.01)
H (1.84, -2.19, 0.30)
H (-5.58, 1.70, -5.54)
H (-5.59, 0.77, -4.04)
H (-5.47, 3.79, -4.40)
H (-5.12, 3.05, -2.86)
H (-7.76, 3.62, -4.08)
H (-7.61, 1.89, -3.78)
H (-8.43, 4.82, -1.11)
H (-10.07, 2.14, -0.32)
H (-9.39, 1.01, -1.47)
H (-8.72, -0.27, 0.28)
H (-7.52, 0.96, 0.68)
H (-10.34, 0.73, 1.74)
H (-9.40, 2.19, 1.93)
H (-9.42, -0.17, 3.64)
H (-8.62, 1.37, 3.90)
H (-8.01, -1.30, 1.63)
H (-5.29, 1.82, 0.44)
H (-4.46, 3.45, -0.62)
O (-1.40, -2.80, 0.79)
C (-2.10, -2.13, 1.51)
O (-1.49, -1.24, 2.33)
C (-2.23, -0.22, 3.03)
C (-2.80, -0.71, 4.34)
C (-3.59, -2.29, 1.59)
H (-3.00, 0.20, 2.38)
H (-1.50, 0.57, 3.20)
H (-3.54, -1.49, 4.20)
H (-3.29, 0.12, 4.86)
H (-2.00, -1.10, 4.98)
H (-3.82, -3.08, 2.31)
H (-3.96, -2.58, 0.62)
H (-4.10, -1.38, 1.91)
O (1.20, -5.82, -5.55)
C (2.32, -6.22, -5.41)
O (3.34, -5.40, -5.76)
C (4.71, -5.69, -5.45)
C (5.36, -6.58, -6.49)
C (2.63, -7.61, -4.92)
H (4.79, -6.12, -4.45)
H (5.19, -4.72, -5.42)
H (4.89, -7.56, -6.54)
H (6.42, -6.71, -6.26)
H (5.28, -6.11, -7.48)
H (2.67, -8.28, -5.78)
H (1.80, -7.92, -4.28)
H (3.56, -7.70, -4.36)
O (3.59, -1.36, 3.00)
C (2.81, -1.65, 3.86)
O (3.25, -2.40, 4.91)
C (2.42, -2.67, 6.04)
C (1.52, -3.87, 5.83)
C (1.35, -1.28, 3.76)
H (1.84, -1.78, 6.32)
H (3.13, -2.86, 6.85)
H (0.81, -3.70, 5.02)
H (0.96, -4.09, 6.74)
H (2.13, -4.74, 5.57)
H (0.83, -2.07, 3.21)
H (1.28, -0.38, 3.16)
H (0.85, -1.13, 4.71)
O (6.69, 4.19, 4.85)
C (7.79, 4.68, 4.78)
O (8.35, 4.84, 3.57)
C (9.57, 5.55, 3.36)
C (10.79, 4.68, 3.56)
C (8.57, 5.05, 6.02)
H (9.60, 6.44, 3.99)
H (9.51, 5.89, 2.33)
H (10.87, 4.32, 4.59)
H (11.70, 5.24, 3.32)
H (10.74, 3.81, 2.90)
H (9.15, 4.18, 6.33)
H (7.86, 5.29, 6.80)
H (9.25, 5.89, 5.89)